2 unconnected molecules or ions with the total composition C3H11N3O, computed with wB97M-V/def2-TZVPD.

The geometry in XYZ format:
```
18
Properties=species:S:1:pos:R:3
O 2.404 -5.103 3.062
N -0.658 1.018 0.047
N 0.385 2.040 -1.762
N 1.633 1.286 0.123
C -3.021 0.594 -0.558
C -1.557 0.126 -0.720
C 0.551 1.393 -0.545
H -0.418 0.600 0.940
H -3.109 1.015 0.443
H 2.382 1.681 -0.441
H 2.305 -5.464 2.176
H -3.243 1.398 -1.256
H 3.044 -4.383 2.949
H -1.263 0.225 -1.767
H 1.076 2.753 -1.957
H -1.496 -0.887 -0.320
H -0.552 2.398 -1.873
H -3.712 -0.224 -0.696
```

Computed properties:
Energy relative to the best compared isomer or geometry (same formula, charge and spin), kcal per mole: 19.3
Total charge: 0
HOMO-LUMO gap, hartree: 0.363
SMILES: [H]/N=C(\N)NCC.O